1.
Entry from the Open Molecules 2025 dataset: a molecular structure, C52H43IrN5O7P2S3 (ωB97M-V with the def2-TZVPD basis set).

Last column: Mulliken charge in e.
Atoms and positions in Å:
1 Ir -0.16 0.17 1.33  2.069
2 S -1.95 0.59 2.97  -0.656
3 P -2.87 -0.75 1.80  1.758
4 C -1.84 -0.50 0.40  -1.731
5 P -2.09 0.79 -0.77  0.882
6 S -1.02 2.21 0.17  -0.769
7 C -1.47 0.24 -2.37  1.194
8 C -1.71 -1.07 -2.77  0.063
9 C -1.33 -1.50 -4.03  -1.244
10 C -0.71 -0.61 -4.90  -0.516
11 C -0.49 0.70 -4.51  -0.803
12 C -0.87 1.13 -3.25  -0.697
13 C -3.79 1.29 -1.12  1.182
14 C -4.71 0.36 -1.58  -0.470
15 C -6.00 0.75 -1.89  -0.711
16 C -6.36 2.09 -1.76  -0.617
17 C -5.44 3.02 -1.31  -0.783
18 C -4.15 2.63 -0.98  -0.136
19 C -2.73 -2.48 2.27  0.363
20 C -2.01 -3.36 1.47  -0.327
21 C -1.90 -4.69 1.84  -0.625
22 C -2.49 -5.13 3.02  -0.596
23 C -3.20 -4.25 3.82  -0.684
24 C -3.32 -2.92 3.45  -0.249
25 C -4.65 -0.46 1.66  1.019
26 C -5.15 0.82 1.85  -0.422
27 C -6.51 1.06 1.69  -0.691
28 C -7.36 0.02 1.35  -0.524
29 C -6.86 -1.26 1.15  -0.804
30 C -5.51 -1.50 1.31  -0.642
31 H -2.18 -1.77 -2.08  0.228
32 H -1.48 -2.52 -4.33  0.507
33 H -0.37 -0.96 -5.87  0.655
34 H 0.00 1.39 -5.19  0.468
35 H -0.68 2.16 -2.93  0.458
36 H -4.42 -0.68 -1.70  0.358
37 H -6.72 0.02 -2.24  0.440
38 H -7.37 2.40 -2.01  0.431
39 H -5.73 4.06 -1.21  0.429
40 H -3.44 3.35 -0.61  0.436
41 H -1.54 -3.01 0.56  0.181
42 H -1.34 -5.39 1.22  0.463
43 H -2.39 -6.17 3.31  0.374
44 H -3.65 -4.59 4.74  0.402
45 H -3.85 -2.22 4.08  0.475
46 H -4.48 1.63 2.11  0.266
47 H -6.90 2.06 1.84  0.430
48 H -8.42 0.21 1.23  0.432
49 H -7.53 -2.07 0.89  0.422
50 H -5.12 -2.51 1.17  0.494
51 O 3.29 -3.08 -7.19  -0.681
52 S 2.26 -2.06 -7.29  1.224
53 O 1.01 -2.39 -6.62  -0.637
54 O 2.11 -1.43 -8.58  -0.701
55 C 2.96 -0.76 -6.22  -0.006
56 N 3.73 0.18 -6.77  -0.513
57 C 4.13 1.15 -5.96  -0.491
58 C 3.77 1.22 -4.62  -0.381
59 C 3.01 0.16 -4.14  0.339
60 N 2.62 -0.82 -4.94  -0.203
61 C 2.46 0.09 -2.76  0.972
62 C 2.60 1.11 -1.83  -0.898
63 C 1.89 1.05 -0.65  -1.211
64 N 1.09 0.03 -0.35  1.285
65 C 1.02 -1.00 -1.20  -0.813
66 C 1.69 -1.01 -2.40  -0.972
67 H 4.74 1.93 -6.40  0.422
68 H 4.06 2.06 -4.01  0.203
69 H 3.20 1.99 -2.03  0.231
70 H 1.95 1.84 0.08  0.879
71 H 0.37 -1.81 -0.92  -0.055
72 H 1.58 -1.83 -3.10  0.880
73 O -0.64 -1.63 4.30  -0.556
74 C 0.19 -2.08 3.54  0.327
75 C 0.98 -3.33 3.86  -0.748
76 C 1.92 -3.50 2.69  -0.804
77 C 1.68 -2.26 1.85  0.224
78 O 2.37 -1.97 0.90  -0.528
79 N 0.58 -1.53 2.32  -0.214
80 H 0.28 -4.15 4.01  0.227
81 H 1.50 -3.17 4.81  0.310
82 H 1.69 -4.36 2.07  0.239
83 H 2.97 -3.56 2.95  0.311
84 C 5.73 3.41 -1.77  -0.771
85 O 5.11 3.25 -0.50  -0.484
86 C 4.99 2.01 0.06  1.530
87 C 5.52 0.83 -0.44  -0.456
88 C 5.38 -0.34 0.28  -1.009
89 C 4.74 -0.35 1.51  -0.766
90 C 4.18 0.82 2.01  -0.324
91 C 4.28 1.98 1.27  -0.375
92 N 3.82 3.25 1.71  0.293
93 C 3.10 3.64 2.74  -0.636
94 C 2.27 2.97 3.65  1.268
95 C 2.13 3.62 4.92  -0.875
96 C 1.43 3.05 5.94  -1.089
97 C 0.81 1.80 5.71  -1.053
98 C 0.84 1.19 4.49  -0.788
99 C 1.51 1.78 3.38  0.648
100 O 1.44 1.31 2.19  0.061
101 H 6.53 2.69 -1.95  0.337
102 H 6.16 4.41 -1.78  0.326
103 H 4.99 3.33 -2.56  0.328
104 H 6.03 0.81 -1.39  0.179
105 H 5.77 -1.26 -0.13  0.391
106 H 4.64 -1.27 2.06  0.352
107 H 3.68 0.81 2.96  0.552
108 H 4.26 3.99 1.19  0.264
109 H 3.22 4.71 2.92  0.403
110 H 2.64 4.57 5.06  0.390
111 H 1.36 3.54 6.90  0.391
112 H 0.27 1.32 6.52  0.536
113 H 0.32 0.25 4.35  0.534

Summary:
multiplicity: 2
energy above the lowest of the compared OMol25 structures with the same formula, charge and spin: 0.000 eV
E: -130328.964 eV
lowest unoccupied orbital energy (alpha / beta): -1.4 / -2.0 eV



2.
Entry from the Open Molecules 2025 dataset: a molecular structure, C52H43N4OS5W (ωB97M-V with the def2-TZVPD basis set).

Last column: Mulliken charge in e.
Atoms and positions in Å:
1 W -0.98 0.38 0.41  0.093
2 C -7.61 2.71 -2.89  -0.521
3 C -6.40 2.47 -3.53  -0.874
4 C -5.31 2.00 -2.81  -0.194
5 C -5.41 1.80 -1.43  -0.415
6 C -6.63 2.05 -0.79  -0.164
7 C -7.72 2.49 -1.52  -0.892
8 C -4.24 1.31 -0.69  1.740
9 C -3.73 0.06 -0.99  0.255
10 C -4.33 -0.86 -1.89  -1.535
11 C -3.72 -2.06 -1.71  -1.212
12 C -2.79 -1.90 -0.65  -0.675
13 N -2.71 -0.56 -0.28  0.161
14 C -2.26 -2.94 0.10  1.546
15 C -1.40 -2.70 1.17  0.415
16 C -1.10 -3.69 2.14  -1.732
17 C -0.34 -3.10 3.08  -1.872
18 C -0.11 -1.76 2.67  0.568
19 C 0.74 -0.88 3.36  1.256
20 C 1.48 -1.32 4.55  0.627
21 C 2.28 -2.48 4.56  0.060
22 C 2.89 -2.89 5.72  -0.965
23 C 2.71 -2.18 6.91  -0.600
24 C 1.92 -1.04 6.91  -0.890
25 C 1.32 -0.60 5.74  -0.775
26 C 0.81 0.46 2.99  -0.704
27 N -0.13 1.08 2.18  -0.010
28 C 0.02 2.43 2.47  0.479
29 C -1.04 3.34 2.35  1.535
30 C -0.90 4.67 2.97  -0.488
31 C 0.07 5.55 2.49  -0.096
32 C 0.22 6.80 3.07  -0.931
33 C -0.58 7.16 4.15  -0.478
34 C -1.53 6.28 4.63  -0.945
35 C -1.71 5.04 4.04  -0.105
36 C -2.23 2.98 1.73  0.856
37 C -3.34 3.87 1.62  -1.659
38 C -4.22 3.33 0.75  -1.690
39 C -3.67 2.09 0.32  0.464
40 N -2.45 1.84 0.94  0.737
41 C 1.17 2.65 3.26  -1.849
42 C 1.66 1.42 3.59  -0.959
43 N -0.80 -1.48 1.49  0.779
44 C -2.79 -4.31 -0.11  0.179
45 C -1.99 -5.40 -0.42  0.388
46 C -2.55 -6.66 -0.58  -1.054
47 C -3.92 -6.84 -0.40  -0.542
48 C -4.72 -5.76 -0.07  -1.008
49 C -4.17 -4.50 0.06  -0.569
50 H -8.46 3.06 -3.46  0.435
51 H -6.31 2.64 -4.60  0.445
52 H -4.37 1.82 -3.32  0.466
53 H -6.72 1.87 0.27  0.599
54 H -8.66 2.66 -1.02  0.440
55 H -5.16 -0.63 -2.55  0.749
56 H -3.92 -2.99 -2.21  0.876
57 H -1.48 -4.70 2.12  0.659
58 H 0.02 -3.54 4.00  0.755
59 H 2.45 -3.01 3.64  0.563
60 H 3.53 -3.77 5.71  0.463
61 H 3.18 -2.52 7.82  0.438
62 H 1.76 -0.50 7.83  0.440
63 H 0.68 0.27 5.77  0.552
64 H 0.69 5.27 1.64  0.413
65 H 0.96 7.49 2.68  0.449
66 H -0.45 8.13 4.62  0.447
67 H -2.15 6.56 5.48  0.444
68 H -2.44 4.35 4.43  0.544
69 H -3.41 4.82 2.13  0.635
70 H -5.14 3.75 0.40  0.633
71 H 1.52 3.62 3.59  0.818
72 H 2.49 1.20 4.24  0.879
73 H -0.92 -5.28 -0.57  0.511
74 H -1.93 -7.50 -0.84  0.461
75 H -4.35 -7.82 -0.51  0.433
76 H -5.78 -5.90 0.09  0.436
77 H -4.79 -3.66 0.35  0.521
78 C 2.45 -3.37 -0.65  -1.501
79 C 1.05 -3.32 -1.23  -0.291
80 S 0.29 -1.66 -1.53  0.773
81 C 1.65 -0.88 -2.48  -1.403
82 C 2.09 0.49 -1.97  -1.069
83 S 1.84 0.85 -0.21  0.754
84 C 3.45 0.35 0.53  -1.160
85 C 3.91 -1.07 0.28  -0.985
86 S 2.65 -2.28 0.79  0.319
87 H 3.23 -3.14 -1.38  0.573
88 H 2.64 -4.39 -0.30  0.546
89 H 0.33 -3.81 -0.58  -0.582
90 H 1.03 -3.81 -2.21  0.918
91 H 1.29 -0.78 -3.50  0.650
92 H 2.47 -1.59 -2.47  0.469
93 H 1.54 1.28 -2.48  0.403
94 H 3.15 0.65 -2.17  0.724
95 H 3.33 0.56 1.59  0.166
96 H 4.16 1.06 0.11  0.747
97 H 4.81 -1.27 0.86  0.671
98 H 4.14 -1.24 -0.78  0.343
99 C -0.66 4.74 -2.98  -0.706
100 O -0.93 3.32 -3.05  -0.300
101 C -0.80 2.57 -2.02  0.954
102 S -1.20 0.91 -2.18  -0.266
103 S -0.26 2.99 -0.49  0.031
104 H -1.27 5.20 -3.75  0.310
105 H 0.39 4.92 -3.20  0.322
106 H -0.91 5.13 -1.99  0.356

Summary:
charge: +3
E: -118607.920 eV
lowest unoccupied orbital energy (alpha / beta): -10.4 / -10.4 eV



Number 1: maximum force 0.63 eV/Å. Number 2: maximum force 1.89 eV/Å.